This record from the OMol25 dataset describes a structure of composition C20H34ClPV. The level of theory is the ωB97M-V functional and the def2-TZVPD basis.

Structure (ORCA input):
```
! RIJCOSX wB97M-V def2-TZVPD def2/J DEFGRID3
* xyz 2 2
C -0.1540 -0.2930 -5.0045
C 1.2417 0.2507 -5.3121
C -0.3731 -1.6634 -5.6480
C -1.2537 0.6992 -5.3844
Cl -0.2855 -0.4820 -3.0456
H -0.3364 -1.5848 -6.7462
H -1.3489 -2.0782 -5.3680
H 0.4020 -2.3728 -5.3338
H 1.3603 0.4242 -6.3916
H 2.0171 -0.4568 -4.9946
H 1.4118 1.1996 -4.7900
H -1.2528 0.8900 -6.4660
H -1.1030 1.6509 -4.8611
H -2.2378 0.3076 -5.1004
C 1.4641 -2.0595 1.1489
C 0.5401 -2.8767 0.4056
C 0.6806 -2.5415 -0.9736
H 0.0083 -3.7475 0.7815
C 1.6463 -1.4713 -1.0791
C 2.1390 -1.1985 0.2260
H 3.0137 -0.5915 0.4206
H 1.7578 -2.2340 2.1760
H 0.2566 -3.0891 -1.8176
H 2.0912 -1.1156 -2.0044
C -2.4776 0.2809 0.4922
C -2.3374 -0.9228 1.2616
C -2.2433 -2.0232 0.3536
H -2.4004 -1.0028 2.3481
C -2.3128 -1.4974 -0.9821
C -2.4463 -0.0720 -0.8902
H -2.5957 0.6143 -1.7238
H -2.6715 1.2882 0.8732
H -2.2130 -3.0770 0.6132
H -2.3320 -2.0859 -1.9007
V -0.3783 -0.8976 0.0117
C -0.9005 -0.0649 4.7647
C -0.8277 1.0687 3.7420
P 0.3119 0.7261 2.3135
C 0.3244 2.3790 1.4933
C 0.7104 3.5769 2.3488
C 1.9244 0.5980 3.2182
C 2.1433 1.4567 4.4657
H -1.1671 -1.0247 4.3008
H -1.6731 0.1811 5.5081
H 0.0496 -0.1896 5.3016
H -1.8194 1.2785 3.3087
H -0.4956 1.9994 4.2273
H 1.0085 2.2776 0.6379
H -0.6813 2.5131 1.0685
H 1.7832 3.5915 2.5699
H 0.4794 4.5028 1.8070
H 0.1575 3.6102 3.2918
H 2.0197 -0.4672 3.4814
H 2.7105 0.7949 2.4754
H 1.4451 1.2107 5.2736
H 3.1584 1.2818 4.8496
H 2.0608 2.5284 4.2578
*
```

Calculated values
HOMO (alpha / beta) in eV: -16.005 / -15.608

This record from the OMol25 dataset describes the molecule C7H9P. The level of theory is the ωB97M-V functional and the def2-TZVPD basis.

Structure (ORCA input):
```
! RIJCOSX wB97M-V def2-TZVPD def2/J DEFGRID3
* xyz 0 1
C -2.0947 1.2619 0.1623
C -0.7483 1.4392 0.1131
C -1.7487 -1.0018 -0.4915
C -0.3765 -0.7812 -0.6068
C -2.6947 -0.0387 -0.0362
C 0.2051 0.4522 -0.2508
C 2.7895 -0.8320 0.2885
P 2.0860 0.7550 -0.3923
H -2.6064 2.0647 0.5630
H -0.4283 2.4454 0.2454
H -2.0288 -1.9088 -0.9088
H 0.1714 -1.7164 -0.7340
H -3.7253 -0.2236 -0.0004
H 2.5151 1.3718 0.8011
H 2.7871 -0.7661 1.3843
H 3.8357 -0.9490 0.0130
H 2.0618 -1.5727 -0.1500
*
```

Calculated values
SMILES: CPc1ccccc1
HOMO in eV: -8.466
ΔE to the lowest compared entry with this formula, charge and spin in kJ/mol: 0.00

This record from the OMol25 dataset describes a structure of composition C17H15ClIrO2. The level of theory is the ωB97M-V functional and the def2-TZVPD basis.

Structure (ORCA input):
```
! RIJCOSX wB97M-V def2-TZVPD def2/J DEFGRID3
* xyz -1 5
C 0.5477 -0.0348 2.0460
C 0.4483 1.2336 1.3435
C 1.6324 1.3457 0.5057
H -0.3165 1.9921 1.4473
C 2.4219 0.1416 0.6637
C 1.6912 -0.7490 1.5233
H 1.9554 -1.7770 1.7531
H -0.0848 -0.3453 2.8720
H 1.8816 2.2210 -0.0611
H 3.4706 0.0197 0.3518
Ir 0.3976 -0.1629 -0.1203
Cl -1.4881 0.5248 -1.2134
C -1.1831 3.5434 -3.0988
C 0.1928 3.5581 -3.4750
C 0.8904 4.4011 -2.5602
H 0.6228 3.0483 -4.3271
C -0.0550 4.9128 -1.6236
C -1.3365 4.3841 -1.9570
H -2.2688 4.6088 -1.4556
H -1.9773 3.0117 -3.6057
H 1.9453 4.6400 -2.5921
H 0.1551 5.6114 -0.8244
O 0.0790 -3.3572 0.4699
C 0.3324 -3.0557 -0.6963
O 0.4055 -1.8511 -1.2450
C 0.6262 -4.1170 -1.7299
C 0.8607 -3.8139 -3.0830
C 1.2369 -4.8237 -3.9859
C 1.3313 -6.1610 -3.5616
C 1.0706 -6.4701 -2.2157
C 0.7003 -5.4579 -1.3249
H 0.8222 -2.7778 -3.4278
H 1.5019 -4.5875 -5.0144
H 1.5634 -6.9471 -4.2766
H 1.1754 -7.4965 -1.8681
H 0.5313 -5.6624 -0.2744
*
```

Calculated values
HOMO (alpha / beta) in eV: 0.173 / -4.376
ΔE to the lowest compared entry with this formula, charge and spin in kJ/mol: 81.33

This record from the OMol25 dataset describes the ion C5H5O3 with charge -1. The level of theory is the ωB97M-V functional and the def2-TZVPD basis.

Structure (ORCA input):
```
! RIJCOSX wB97M-V def2-TZVPD def2/J DEFGRID3
* xyz -1 1
C -1.7731 -0.0684 0.5005
C -0.9718 -1.1077 0.5938
C -3.2155 0.5048 0.0636
C -0.1712 0.1696 0.3866
C 0.4551 0.3571 -1.0281
O -3.2402 0.6195 -1.1519
O -4.0775 0.6248 0.9162
O -0.7511 -2.5894 0.6514
H 0.2446 0.5928 1.3517
H 0.0259 0.0039 -1.9000
H 1.5126 0.1325 -1.2417
H 0.4578 1.3959 -1.3636
H -1.5514 -3.0389 0.6448
*
```

Calculated values
SMILES: C[C@@H]1C(O)=C1C(=O)[O-]
HOMO in eV: -4.199
ΔE to the lowest compared entry with this formula, charge and spin in kJ/mol: 297.33

This record from the OMol25 dataset describes the ion C4H13N2 with charge +1. The level of theory is the ωB97M-V functional and the def2-TZVPD basis.

Structure (ORCA input):
```
! RIJCOSX wB97M-V def2-TZVPD def2/J DEFGRID3
* xyz 1 1
C -1.2711 -0.1229 -0.8483
C -0.5139 -1.1815 -0.1049
C 0.4934 -0.7303 0.9336
C 1.4008 0.4204 0.5176
N 2.1545 0.0915 -0.6711
N -1.7508 0.9873 0.0706
H -0.6761 0.3317 -1.6349
H -2.1563 -0.5130 -1.3368
H -0.0084 -1.8021 -0.8409
H -1.2110 -1.8706 0.3845
H 0.0257 -0.5195 1.9037
H 1.1537 -1.5804 1.1005
H 2.0733 0.6314 1.3449
H 0.8090 1.3384 0.3756
H 1.9559 0.6272 -1.5035
H 3.1546 0.0987 -0.5462
H -1.8894 0.6501 1.0257
H -2.6451 1.3643 -0.2467
H -1.0987 1.7794 0.0765
*
```

Calculated values
SMILES: NCCCC[NH3+]
HOMO in eV: -12.869
ΔE to the lowest compared entry with this formula, charge and spin in kJ/mol: 108.75

This record from the OMol25 dataset describes a cluster of 4 separate species, C16H28ClN3O10P in total. The level of theory is the ωB97M-V functional and the def2-TZVPD basis.

Structure (ORCA input):
```
! RIJCOSX wB97M-V def2-TZVPD def2/J DEFGRID3
* xyz 1 1
N 2.3638 -0.1820 -4.8404
C 1.7722 -1.3544 -4.5724
N 0.5158 -1.6209 -4.9590
C 0.4508 -3.0116 -5.5554
C 1.8459 -3.3623 -6.0876
C 2.8738 -3.3599 -4.9564
P 4.6570 -3.0976 -5.5133
O 4.6429 -1.9465 -6.6882
Cl 5.0570 -4.9129 -6.4463
N 2.5173 -2.3136 -3.9063
H 2.3145 0.1265 -5.8017
H 2.8890 0.3369 -4.1510
H 0.3699 -0.9864 -5.7494
H -0.2362 -3.0139 -6.4049
H 0.1131 -3.7331 -4.8074
H 2.0961 -2.6935 -6.9262
H 1.8063 -4.3673 -6.5247
H 2.8458 -4.3478 -4.4818
H 3.9773 -2.1053 -7.3787
H 3.4088 -1.8778 -3.6628
C 0.3995 -0.7176 -1.7832
C -0.6807 -0.2053 -0.8587
C -0.1591 0.3106 0.4603
O -1.2585 0.0613 1.3364
C -1.9552 -0.9919 0.8283
O -2.7971 -1.5771 1.4214
O -1.5469 -1.2713 -0.4420
H -0.0314 -1.0014 -2.7383
H 1.1655 0.0430 -1.9539
H 0.8689 -1.6128 -1.3713
H -1.2893 0.5485 -1.3661
H 0.0813 1.3728 0.4333
H 0.7120 -0.2413 0.8252
C 1.0671 1.4411 5.2430
C 1.1377 2.5731 4.2479
C -0.0053 2.5973 3.2694
O 0.5933 3.2047 2.1143
C 1.9212 2.9253 2.1605
O 2.6737 3.0928 1.2533
O 2.2701 2.4228 3.3685
H 1.8769 1.5226 5.9687
H 0.1183 1.4518 5.7791
H 1.1875 0.4778 4.7437
H 1.2347 3.5282 4.7693
H -0.8452 3.1872 3.6255
H -0.3621 1.6008 2.9940
C -4.2056 0.4101 4.0549
C -3.9958 1.3050 5.2492
C -4.9490 2.4677 5.3345
O -4.1559 3.4598 6.0024
C -2.8569 3.1922 5.7109
O -1.9484 3.9304 5.9178
O -2.7298 1.9643 5.1431
H -3.5254 -0.4401 4.1058
H -5.2265 0.0319 4.0001
H -3.9731 0.9427 3.1314
H -4.0046 0.7216 6.1740
H -5.8457 2.2345 5.9042
H -5.2411 2.8603 4.3570
*
```

Calculated values
HOMO in eV: -12.516

This record from the OMol25 dataset describes a structure of composition C32H45F6N5O7RuS2Se. The level of theory is the ωB97M-V functional and the def2-TZVPD basis.

Structure (ORCA input):
```
! RIJCOSX wB97M-V def2-TZVPD def2/J DEFGRID3
* xyz -1 2
Ru 1.4898 -0.2273 1.0457
O 5.3926 1.0429 2.1414
Se 4.2131 0.1591 1.5563
O 3.3469 1.0136 0.4463
O 3.1383 -0.2781 2.7164
O 4.8162 -1.1857 0.8855
S 1.4151 -2.6447 1.8531
C 2.0728 -3.4207 0.4733
N 1.3093 -4.3584 -0.1023
C 1.7473 -5.1221 -1.2463
C 2.7910 -4.3189 -2.0142
C 3.8876 -3.8848 -1.0476
N 3.3175 -3.2289 0.1079
H 0.3503 -4.4324 0.2075
H 0.8794 -5.3422 -1.8725
H 2.1875 -6.0714 -0.9103
H 2.3222 -3.4265 -2.4234
H 3.2122 -4.9159 -2.8209
H 4.5699 -3.1813 -1.5263
H 4.4711 -4.7516 -0.7092
H 3.8560 -2.4077 0.5017
C -2.2778 -6.9854 -1.0378
C -1.8402 -6.1736 0.1469
C -1.2123 -6.8032 1.2137
C -0.8134 -6.0832 2.3280
C -1.0651 -4.7281 2.3985
C -1.6955 -4.0742 1.3371
N -1.9177 -2.7033 1.4450
C -3.1114 -2.0718 1.2772
C -4.3040 -2.8122 1.3133
C -5.5287 -2.2025 1.1711
C -5.6094 -0.8286 0.9934
C -4.4490 -0.0805 0.9806
C -3.1981 -0.6721 1.1229
C -1.9842 0.2258 1.0940
O -2.1691 1.4455 0.9636
O -0.8552 -0.3301 1.2254
C -2.0566 -4.7932 0.1840
C -2.6361 -4.0855 -1.0025
H -2.1653 -8.0465 -0.8270
H -1.6911 -6.7431 -1.9242
H -3.3238 -6.7880 -1.2688
H -1.0237 -7.8682 1.1698
H -0.3245 -6.5836 3.1515
H -0.7757 -4.1511 3.2631
H -1.1142 -2.0896 1.5997
H -4.2447 -3.8801 1.4611
H -6.4323 -2.7971 1.1971
H -6.5691 -0.3490 0.8715
H -4.4839 0.9913 0.8468
H -3.7139 -4.2382 -1.0633
H -2.1909 -4.4615 -1.9204
H -2.4450 -3.0183 -0.9427
C 2.3453 -0.4681 -3.4354
C 1.4080 -0.3759 -2.2107
O 1.8320 -1.0252 -1.1296
C 0.0118 -0.9692 -2.5627
F -0.6586 -0.3790 -3.5741
F -0.7998 -0.9583 -1.5036
F 0.1336 -2.2608 -2.9330
C 1.2003 1.1413 -1.9570
F 0.4605 1.7325 -2.9230
F 2.3353 1.8345 -1.9296
F 0.5560 1.3917 -0.8028
H 2.3487 -1.4821 -3.8296
H 3.3437 -0.2031 -3.0943
H 2.0298 0.2270 -4.2120
C 0.9008 8.4225 0.8377
C 1.6377 7.9091 2.0691
C 1.4070 6.4280 2.3649
C 1.9734 5.4848 1.2936
N 1.8874 4.1032 1.7134
C 0.8632 3.2357 1.7113
S 1.1634 1.8156 2.6513
N -0.3135 3.3560 1.1365
C -1.0813 4.4905 0.6726
C -1.7617 4.1950 -0.6667
C -0.8582 4.4036 -1.8800
C -0.6137 5.8728 -2.2086
H 0.9824 9.5055 0.7821
H -0.1548 8.1656 0.8840
H 1.3136 8.0142 -0.0802
H 1.2981 8.4815 2.9342
H 2.7075 8.0935 1.9546
H 0.3394 6.2356 2.4874
H 1.8867 6.1848 3.3147
H 3.0299 5.7091 1.1293
H 1.4623 5.6107 0.3391
H 2.6956 3.7326 2.1993
H -0.9157 2.4895 1.1444
H -0.4701 5.3849 0.6019
H -1.8680 4.6637 1.4202
H -2.6417 4.8363 -0.7594
H -2.1098 3.1623 -0.6369
H -1.3241 3.9201 -2.7406
H 0.1004 3.9148 -1.7124
H -1.5541 6.4092 -2.3211
H -0.0555 5.9566 -3.1377
H -0.0374 6.3695 -1.4316
*
```

Calculated values
HOMO (alpha / beta) in eV: -5.238 / -5.239